{"formula": "C7H6N3OS", "method": "ωB97M-V/def2-TZVPD", "multiplicity": 3, "lumo_energy_ev": [-3.9449, -7.1195], "charge": 1, "orbital_gap_ev": [6.62, 6.28], "e_homo_ev": [-10.6, -13.4], "elements": ["C", "C", "C", "C", "C", "C", "C", "N", "N", "N", "O", "S", "H", "H", "H", "H", "H", "H"], "positions_angstrom": [[-1.098, 1.705, 2.214], [-1.025, 2.984, 1.884], [1.412, 1.011, -3.029], [0.558, 0.998, -1.064], [-0.160, 1.627, -0.009], [0.833, -0.327, -1.533], [0.691, -2.642, -1.154], [0.897, 1.783, -2.104], [0.464, -1.409, -0.800], [-0.695, 0.818, 1.285], [1.342, -0.305, -2.753], [-0.359, 3.282, 0.340], [-1.581, 1.422, 3.205], [-1.156, 3.661, 2.647], [1.913, 1.457, -3.944], [0.363, -3.404, -0.505], [1.209, -2.965, -2.036], [-0.759, -0.155, 1.460]], "lowdin_spin": [0.088, 0.178, 0.114, 0.183, 0.194, 0.326, 0.292, 0.007, 0.014, 0.211, 0.074, 0.273, 0.001, 0.006, 0.002, 0.017, 0.015, 0.005]}